#P
The following is a DFT calculation (ωB97M-V with the def2-TZVPD basis set) of C8H8N4S in the gas phase.

Structure (ORCA input):
```
! RIJCOSX wB97M-V def2-TZVPD def2/J DEFGRID3
* xyz 0 1
S -0.29 2.24 -0.50
N 0.69 2.51 1.87
N -0.13 3.81 0.24
N 0.37 3.79 1.52
N 1.03 0.31 1.02
C 0.78 -3.02 -0.60
C 1.27 -1.87 0.05
C 0.44 -0.74 0.19
C -1.43 -1.98 -0.89
C -0.84 -0.78 -0.29
C -0.58 -3.06 -1.19
C 0.41 1.52 0.96
C -1.13 -4.50 -1.65
H 1.55 -3.81 -0.78
H -2.26 -4.27 -1.78
H -0.28 -4.89 -2.56
H 2.22 -1.89 0.79
H 1.50 0.11 1.86
H -2.61 -1.87 -0.88
H -1.00 -5.43 -0.74
H -1.73 -0.09 -0.05
*
```

Summary:
SMILES ... Cc1ccc(Nc2nnns2)cc1
Gap between HOMO and LUMO ... 8.7 eV
HOMO energy ... -8.765 eV

---

#Q
The following is a DFT calculation (ωB97M-V with the def2-TZVPD basis set) of C8H8N4S in the gas phase.

Structure (ORCA input):
```
! RIJCOSX wB97M-V def2-TZVPD def2/J DEFGRID3
* xyz 0 1
S -2.11 -0.99 -0.02
N -0.49 1.61 -0.17
N -1.79 3.26 -0.02
N -0.57 2.91 -0.05
N -2.61 2.22 -0.11
C 1.02 -0.37 -0.45
C -1.74 1.21 -0.16
C 1.87 1.82 0.21
C 3.18 1.24 0.21
C 3.41 -0.04 -0.27
C 0.77 0.99 -0.14
C -3.88 -0.95 -0.16
C 2.28 -0.87 -0.54
H 2.21 -1.92 -0.92
H 0.27 -0.98 -0.83
H 1.72 2.83 0.34
H -4.39 -0.23 0.51
H 4.49 -0.51 -0.38
H -3.98 -0.61 -1.19
H -4.34 -1.90 -0.07
H 3.82 2.01 0.53
*
```

Summary:
SMILES ... CSc1nnnn1-c1ccccc1
Gap between HOMO and LUMO ... 9.0 eV
HOMO energy ... -9.369 eV

---

#Q (23.4 kcal/mol below the next structure)

---

#P
The following is a DFT calculation (ωB97M-V with the def2-TZVPD basis set) of 2 unconnected molecules or ions with the total composition C4H10N2P.

Structure (ORCA input):
```
! RIJCOSX wB97M-V def2-TZVPD def2/J DEFGRID3
* xyz 1 1
P 0.66 -0.58 -1.87
N 0.89 -0.36 1.59
N -0.11 1.55 1.36
C -1.20 0.54 1.47
C 1.06 0.94 1.46
C -0.50 -0.88 1.68
C 0.34 -0.80 -3.66
H -0.84 -1.26 2.67
H -0.64 -1.24 -3.74
H -0.60 -1.59 0.78
H -1.75 0.74 0.60
H -1.94 0.69 2.29
H -0.22 2.54 0.95
H 0.03 0.30 -3.99
H 2.09 1.48 1.21
H 1.75 -0.97 1.68
H 0.98 -1.10 -4.47
*
```

Summary:
Gap between HOMO and LUMO (alpha / beta) ... 7.0 / 7.1 eV
HOMO energy (alpha / beta) ... -11.351 / -11.402 eV

---

#Q
The following is a DFT calculation (ωB97M-V with the def2-TZVPD basis set) of 2 unconnected molecules or ions with the total composition C4H10N2P.

Structure (ORCA input):
```
! RIJCOSX wB97M-V def2-TZVPD def2/J DEFGRID3
* xyz 1 1
P 1.29 -1.56 1.37
N -2.01 0.25 -0.09
N 0.78 -0.24 0.72
C -2.51 1.26 -0.87
C 1.89 0.34 -1.19
C -1.55 -0.49 0.63
C 1.37 0.73 -0.08
H 2.59 -1.26 2.25
H 1.81 -2.61 0.80
H -1.81 1.61 -1.73
H -2.71 2.08 -0.25
H -1.51 -1.47 1.15
H 1.40 1.83 -0.02
H -3.42 0.93 -1.26
H 2.41 1.14 -1.87
H 0.06 -1.80 1.96
H 1.92 -0.72 -1.50
*
```

Summary:
Gap between HOMO and LUMO ... 8.6 eV
HOMO energy ... -12.256 eV

---

#P (50.8 kcal/mol below the next structure)

---

#P
The following is a DFT calculation (ωB97M-V with the def2-TZVPD basis set) of H7N5S2 in the gas phase.

Structure (ORCA input):
```
! RIJCOSX wB97M-V def2-TZVPD def2/J DEFGRID3
* xyz 0 1
S 1.72 -0.60 -0.61
S -1.42 -0.78 -0.63
N 0.11 -1.00 0.03
N -1.29 1.01 -0.59
N 1.45 1.07 -0.35
N -2.41 -1.01 0.51
N 2.64 -0.85 0.56
H -2.07 1.52 -0.98
H -0.06 -0.84 1.01
H -1.40 1.24 0.40
H 2.23 1.38 0.22
H -3.37 -1.04 0.24
H 3.31 -1.54 0.31
H 0.56 1.43 -0.12
*
```

Summary:
Gap between HOMO and LUMO ... 9.5 eV
HOMO energy ... -8.847 eV

---

#Q
The following is a DFT calculation (ωB97M-V with the def2-TZVPD basis set) of a molecular structure, H7N5S2.

Structure (ORCA input):
```
! RIJCOSX wB97M-V def2-TZVPD def2/J DEFGRID3
* xyz 0 1
S -1.16 -1.28 -0.43
S 0.39 0.75 0.60
N 0.17 2.15 1.40
N -1.05 -1.46 1.06
N -0.82 0.55 -0.64
N 1.55 1.22 -0.22
N 0.39 -1.77 -1.14
H 0.58 2.97 0.96
H 2.03 0.38 -0.58
H 0.13 -2.30 -2.04
H -1.74 -2.09 1.40
H -0.76 2.41 1.81
H 1.01 -2.34 -0.54
H -0.73 0.82 -1.64
*
```

Summary:
Gap between HOMO and LUMO ... 8.4 eV
HOMO energy ... -7.844 eV

---

#P (13.8 kcal/mol below the next structure)

---

#P
The following is a DFT calculation (ωB97M-V with the def2-TZVPD basis set) of a gas-phase ion, CClF2O3S (charge -1).

Structure (ORCA input):
```
! RIJCOSX wB97M-V def2-TZVPD def2/J DEFGRID3
* xyz -1 1
Cl 1.82 -0.77 -2.10
S -0.58 0.57 1.61
F 0.30 -2.04 -0.64
F -0.59 -0.36 -1.58
O 0.18 1.58 2.33
O -1.66 1.16 0.89
O 0.89 0.08 0.36
C 0.49 -0.76 -0.91
*
```

Summary:
Gap between HOMO and LUMO ... 8.3 eV
HOMO energy ... -4.844 eV

---

#Q
The following is a DFT calculation (ωB97M-V with the def2-TZVPD basis set) of 2 unconnected molecules or ions with the total composition CClF2O3S.

Structure (ORCA input):
```
! RIJCOSX wB97M-V def2-TZVPD def2/J DEFGRID3
* xyz -1 1
Cl -0.39 0.12 3.06
S -0.19 -0.88 -1.91
F 1.63 0.52 1.62
F -0.07 1.79 1.28
O -1.32 -1.85 -2.01
O -0.23 0.20 -2.96
O 0.27 -0.47 -0.52
C 0.29 0.56 1.45
*
```

Summary:
Gap between HOMO and LUMO (alpha / beta) ... 6.8 / 8.7 eV
HOMO energy (alpha / beta) ... -3.847 / -5.344 eV

---

#P (56.0 kcal/mol below the next structure)

---

#P
The following is a DFT calculation (ωB97M-V with the def2-TZVPD basis set) of C4H4N2O3 in the gas phase.

Structure (ORCA input):
```
! RIJCOSX wB97M-V def2-TZVPD def2/J DEFGRID3
* xyz 0 1
O -1.98 0.63 -1.54
O 2.35 -0.59 1.36
O -2.09 1.19 0.89
N 0.34 0.58 1.07
N 0.84 -1.29 -0.39
C -0.09 -0.88 -1.11
C -1.03 0.54 0.44
C 1.20 -0.38 0.64
C -0.96 0.21 -0.93
H 0.54 1.23 1.75
H 0.06 -1.39 -2.02
H -2.26 1.23 -0.87
H 3.07 -1.07 0.71
*
```

Summary:
SMILES ... O=c1[nH]c(O)ncc1O
Gap between HOMO and LUMO ... 8.3 eV
HOMO energy ... -8.071 eV

---

#Q
The following is a DFT calculation (ωB97M-V with the def2-TZVPD basis set) of C4H4N2O3 in the gas phase.

Structure (ORCA input):
```
! RIJCOSX wB97M-V def2-TZVPD def2/J DEFGRID3
* xyz 0 1
O -0.77 0.96 -1.46
O -0.99 3.17 -1.88
O 1.25 -0.85 2.32
N 0.06 -1.78 0.51
N 0.48 0.39 0.46
C 0.59 -0.75 1.12
C -0.53 2.29 -1.19
C -0.25 0.04 -0.62
C -0.52 -1.32 -0.68
H 1.73 0.00 2.24
H -0.17 -2.67 0.94
H -1.01 -1.95 -1.44
H 0.11 2.48 -0.30
*
```

Summary:
SMILES ... O=COc1c[nH]c(O)n1
Gap between HOMO and LUMO ... 9.1 eV
HOMO energy ... -8.577 eV

---

#Q (52.5 kcal/mol below the next structure)

---

#P
The following is a DFT calculation (ωB97M-V with the def2-TZVPD basis set) of a molecular structure, C10H12N2S.

Structure (ORCA input):
```
! RIJCOSX wB97M-V def2-TZVPD def2/J DEFGRID3
* xyz 0 1
S -3.06 1.81 0.90
N 1.15 1.51 -0.86
N -1.42 2.45 -1.24
C 1.32 0.51 1.27
C -0.73 0.21 -0.07
C -1.91 1.72 -0.25
C 3.11 2.01 0.38
C -0.26 -2.27 -0.09
C 2.23 2.22 -0.70
C 0.64 0.73 0.06
C -2.63 -1.34 0.21
C 2.58 1.16 1.41
C -1.14 -1.06 -0.04
H 1.13 0.02 2.17
H 3.97 2.60 0.33
H 0.15 -2.57 0.88
H -3.02 -1.91 -0.74
H 2.51 2.89 -1.54
H -2.85 -2.13 0.93
H -1.95 3.15 -1.74
H -0.82 -3.08 -0.33
H -3.32 -0.56 0.37
H 3.21 0.89 2.35
H 0.48 -2.05 -0.79
H -0.62 2.13 -1.65
*
```

Summary:
Gap between HOMO and LUMO ... 8.3 eV
HOMO energy ... -7.756 eV

---

#Q
The following is a DFT calculation (ωB97M-V with the def2-TZVPD basis set) of C10H12N2S in the gas phase.

Structure (ORCA input):
```
! RIJCOSX wB97M-V def2-TZVPD def2/J DEFGRID3
* xyz 0 1
S -1.72 -1.53 -0.70
N -0.17 -1.68 2.81
N 0.33 0.06 1.44
C -0.68 2.22 -2.07
C 1.23 -1.30 3.07
C 1.61 -0.27 1.97
C 0.76 0.59 -3.05
C 0.15 -0.44 -2.32
C -1.85 -1.10 1.11
C -0.94 -0.12 -1.51
C -1.31 1.25 -1.31
C 0.34 1.88 -2.96
C -0.54 -0.95 1.85
H 2.23 0.55 2.26
H 1.26 -0.79 4.02
H 0.91 2.67 -3.45
H 0.16 0.53 0.50
H -0.92 3.26 -1.98
H -2.47 -0.21 1.20
H 1.84 -2.21 3.21
H -2.33 -1.93 1.55
H 0.43 -1.48 -2.48
H 1.60 0.31 -3.62
H 2.19 -0.81 1.12
H -2.09 1.52 -0.65
*
```

Summary:
SMILES ... c1ccc(SCC2=NCCN2)cc1
Gap between HOMO and LUMO ... 9.1 eV
HOMO energy ... -8.375 eV

---

#Q (54.6 kcal/mol below the next structure)